1.
{
  "formula": "CH7N5P",
  "method": "ωB97M-V/def2-TZVPD",
  "total_charge": 1,
  "smiles": "[H]/N=C(N)\\[N+](N)=P\\N",
  "homo_ev": -13.66,
  "gap_ev": 8.29,
  "largest_force_ha_per_bohr": 0.1072,
  "species": ["C", "N", "N", "N", "N", "N", "P", "H", "H", "H", "H", "H", "H", "H"],
  "positions_angstrom": [[1.372, 0.439, -0.094], [2.181, -0.244, -0.697], [-2.668, -0.174, -0.117], [1.671, 1.598, 0.492], [-0.079, 0.065, 0.088], [-0.448, -1.309, 0.156], [-1.463, 0.934, 0.010], [2.103, -0.923, -1.377], [-3.523, 0.279, 0.272], [2.679, 1.852, 0.548], [1.025, 2.309, 0.919], [0.140, -1.909, 0.724], [-2.542, -1.117, -0.204], [-0.449, -1.800, -0.720]],
  "mulliken_charge": [0.472, -0.515, -0.273, -0.404, 0.473, -0.799, 0.224, 0.233, 0.298, 0.257, 0.198, 0.258, 0.290, 0.289]
}

2.
{
  "formula": "C4H8O2",
  "method": "ωB97M-V/def2-TZVPD",
  "smiles": "CCOCC=O",
  "homo_ev": -9.31,
  "gap_ev": 10.07,
  "largest_force_ha_per_bohr": 0.0546,
  "species": ["C", "C", "O", "C", "C", "O", "H", "H", "H", "H", "H", "H", "H", "H"],
  "positions_angstrom": [[-2.125, -0.360, -0.577], [-0.629, -0.369, -0.370], [-0.295, 0.655, 0.542], [1.047, 0.922, 0.618], [2.160, -0.028, 0.666], [3.300, 0.347, 0.858], [-2.449, 0.610, -0.965], [-2.641, -0.539, 0.369], [-2.404, -1.142, -1.289], [-0.277, -1.328, 0.029], [-0.089, -0.176, -1.315], [1.168, 1.805, 1.271], [1.550, 0.787, -0.530], [1.868, -1.038, 0.327]],
  "mulliken_charge": [-1.300, -0.117, -0.338, -0.180, 0.000, -0.526, 0.312, 0.316, 0.374, 0.260, 0.344, 0.381, 0.161, 0.313]
}

3.
{
  "formula": "C2H9N4O",
  "method": "ωB97M-V/def2-TZVPD",
  "total_charge": 1,
  "homo_ev": -14.19,
  "gap_ev": 11.05,
  "largest_force_ha_per_bohr": 0.0894,
  "species": ["C", "C", "N", "N", "N", "N", "O", "H", "H", "H", "H", "H", "H", "H", "H", "H"],
  "positions_angstrom": [[0.924, 0.507, 1.796], [0.290, -0.347, -0.899], [-1.213, 1.443, -0.386], [1.404, -0.130, 0.806], [-0.955, 0.114, -0.535], [0.452, -1.668, -1.254], [-0.011, 1.399, 1.905], [1.328, 0.305, 2.821], [0.936, 0.389, -1.455], [-0.807, 1.977, -1.231], [-2.166, 1.692, -0.304], [2.225, -0.642, 1.024], [-1.469, -0.439, 0.120], [-0.577, 1.597, 0.963], [1.279, -2.013, -1.627], [0.016, -2.256, -0.587]],
  "mulliken_charge": [0.077, 0.097, -0.532, -0.311, -0.143, -0.382, -0.506, 0.349, 0.294, 0.304, 0.270, 0.220, 0.286, 0.490, 0.255, 0.233]
}

4.
{
  "formula": "H22O11",
  "method": "ωB97M-V/def2-TZVPD",
  "total_charge": 1,
  "multiplicity": 2,
  "homo_ev": [-13.45, -13.29],
  "gap_ev": [10.26, 3.23],
  "largest_force_ha_per_bohr": 0.0601,
  "species": ["O", "H", "H", "O", "H", "H", "O", "H", "H", "O", "H", "H", "O", "H", "H", "O", "H", "H", "O", "H", "H", "O", "H", "H", "O", "H", "H", "O", "H", "H", "O", "H", "H"],
  "positions_angstrom": [[-0.590, -0.362, -3.047], [-1.161, 0.323, -2.698], [-0.674, -0.283, -3.997], [-2.078, 1.770, -1.493], [-2.877, 1.428, -1.895], [-2.362, 2.559, -1.031], [0.013, -0.049, -0.036], [0.297, 0.816, 0.261], [-0.885, 0.084, -0.340], [1.911, 1.238, 2.882], [1.134, 0.807, 3.239], [1.576, 1.783, 2.170], [1.547, 2.637, 0.535], [1.812, 2.175, -0.260], [1.286, 3.507, 0.233], [2.511, -1.044, -0.463], [1.595, -0.782, -0.370], [2.549, -1.486, -1.312], [-2.429, -0.388, 2.077], [-2.578, -1.309, 2.289], [-3.244, -0.101, 1.666], [1.901, 1.376, -1.906], [1.705, 1.677, -2.794], [1.087, 0.971, -1.604], [-0.105, -0.206, 3.645], [-0.713, -0.056, 2.921], [-0.668, -0.315, 4.412], [0.172, -3.106, 1.007], [0.854, -3.257, 1.661], [0.354, -2.229, 0.669], [-0.701, -3.002, -1.869], [-0.357, -3.113, -2.755], [-0.881, -2.064, -1.797]],
  "mulliken_charge": [-0.585, 0.328, 0.290, -0.645, 0.306, 0.279, -0.219, 0.161, 0.186, -0.138, 0.511, 0.364, -0.715, 0.345, 0.281, -0.464, 0.250, 0.360, -0.662, 0.316, 0.284, -0.644, 0.309, 0.444, -0.690, 0.435, 0.319, -0.600, 0.311, 0.271, -0.600, 0.296, 0.317]
}

5.
{
  "formula": "C46H42FeN6O3P2S3",
  "method": "ωB97M-V/def2-TZVPD",
  "total_charge": -1,
  "multiplicity": 6,
  "homo_ev": [-2.67, -3.05],
  "gap_ev": [4.61, 4.50],
  "largest_force_ha_per_bohr": 0.1218,
  "species": ["Fe", "S", "P", "C", "P", "S", "C", "C", "C", "C", "C", "C", "C", "C", "C", "C", "C", "C", "C", "C", "C", "C", "C", "C", "C", "C", "C", "C", "C", "C", "H", "H", "H", "H", "H", "H", "H", "H", "H", "H", "H", "H", "H", "H", "H", "H", "H", "H", "H", "H", "S", "C", "N", "N", "C", "C", "C", "C", "C", "C", "N", "N", "C", "C", "C", "C", "C", "C", "H", "H", "H", "H", "H", "H", "H", "H", "H", "H", "H", "C", "C", "C", "C", "C", "C", "O", "N", "C", "O", "N", "C", "O", "H", "H", "H", "H", "H", "H", "H", "H", "H", "H", "H"],
  "positions_angstrom": [[13.666, 9.670, 14.121], [14.288, 11.630, 12.921], [11.483, 10.616, 13.744], [12.742, 10.968, 12.414], [12.728, 10.864, 10.626], [14.442, 9.969, 9.933], [11.161, 10.115, 9.961], [10.806, 8.884, 10.486], [9.671, 8.197, 9.974], [9.041, 8.700, 8.824], [9.403, 9.912, 8.306], [10.479, 10.629, 8.843], [12.487, 12.513, 10.006], [11.301, 13.214, 10.278], [11.165, 14.526, 9.828], [12.195, 15.152, 9.130], [13.385, 14.452, 8.896], [13.475, 13.138, 9.323], [11.630, 12.132, 14.649], [11.639, 11.935, 16.058], [12.093, 13.021, 16.851], [12.591, 14.239, 16.320], [12.385, 14.414, 14.961], [11.864, 13.423, 14.122], [9.774, 10.517, 13.319], [9.122, 9.279, 13.311], [7.738, 9.201, 13.200], [6.961, 10.311, 12.763], [7.633, 11.561, 12.830], [8.961, 11.691, 13.121], [11.460, 8.302, 11.147], [9.319, 7.316, 10.478], [8.264, 8.076, 8.343], [8.973, 10.345, 7.397], [10.737, 11.593, 8.343], [10.570, 12.799, 10.904], [10.209, 14.985, 10.049], [12.073, 16.141, 8.708], [14.219, 14.786, 8.247], [14.441, 12.652, 9.116], [11.377, 10.952, 16.511], [12.200, 12.773, 17.909], [13.101, 15.003, 16.943], [12.717, 15.337, 14.491], [11.951, 13.554, 13.040], [9.657, 8.399, 13.697], [7.248, 8.296, 13.469], [5.972, 10.300, 12.341], [7.108, 12.494, 12.760], [9.358, 12.676, 13.288], [12.851, 7.607, 13.849], [14.563, 7.611, 14.053], [15.477, 6.857, 13.434], [15.404, 6.794, 12.096], [16.378, 6.262, 11.252], [17.344, 5.432, 11.868], [18.513, 5.065, 11.212], [18.703, 5.519, 9.935], [17.723, 6.237, 9.242], [16.603, 6.678, 9.919], [15.035, 8.623, 14.787], [14.182, 9.117, 15.883], [14.895, 9.662, 16.794], [16.267, 9.288, 17.152], [16.200, 8.110, 18.145], [16.999, 9.626, 20.039], [16.045, 10.607, 20.017], [15.498, 11.092, 18.619], [14.505, 7.106, 11.701], [17.317, 5.228, 12.926], [19.307, 4.488, 11.701], [19.620, 5.442, 9.358], [17.858, 6.468, 8.208], [15.971, 7.409, 9.476], [16.838, 8.925, 16.215], [16.494, 7.157, 17.584], [17.862, 9.619, 20.695], [15.618, 10.963, 20.929], [15.295, 12.143, 18.546], [13.107, 6.731, 21.222], [13.000, 8.071, 20.427], [13.333, 8.098, 18.912], [12.231, 7.163, 18.375], [11.279, 7.589, 17.222], [14.768, 7.450, 18.670], [14.968, 6.285, 18.960], [17.090, 8.455, 19.241], [16.623, 10.779, 17.682], [17.415, 11.455, 17.140], [14.311, 10.306, 17.891], [13.181, 9.688, 18.463], [12.090, 10.165, 18.801], [14.077, 6.229, 20.986], [12.272, 6.055, 21.139], [13.153, 6.984, 22.296], [13.731, 8.793, 20.885], [11.917, 8.412, 20.544], [11.630, 6.859, 19.250], [12.766, 6.278, 18.053], [10.345, 8.144, 17.510], [11.046, 6.662, 16.640], [11.752, 8.216, 16.477], [17.555, 7.712, 19.716]],
  "mulliken_charge": [-0.584, -0.426, 0.664, 0.014, 1.336, -0.653, 0.155, 0.123, -0.632, -0.600, -0.587, -0.271, -0.223, -0.728, -0.825, -0.607, -0.458, -0.215, 0.586, -1.118, -0.417, -0.984, -0.433, -0.157, 1.206, -0.109, -0.465, -0.863, -0.484, -0.540, 0.113, 0.473, 0.321, 0.365, 0.261, 0.889, 0.440, 0.350, 0.347, 0.262, 0.342, 0.427, 0.345, 0.388, 0.252, 0.296, 0.456, 0.387, 0.407, 0.317, -0.542, 0.189, -0.475, 0.372, 0.260, -0.181, -0.585, -0.270, -0.732, -0.204, -0.522, 1.483, -1.867, 0.343, -0.138, -0.473, -1.139, 0.555, 0.068, 0.364, 0.345, 0.308, 0.396, 0.369, 0.534, 0.502, 0.458, 0.451, 0.772, -1.143, -1.014, 3.695, -1.035, -0.527, -0.764, -0.624, -0.191, -0.287, -0.556, 0.766, -1.263, -0.606, 0.207, 0.351, 0.403, 0.329, 0.394, 0.101, 0.389, 0.267, 0.349, -0.402, 0.379]
}

6.
{
  "formula": "C4H7IN",
  "method": "ωB97M-V/def2-TZVPD",
  "total_charge": 1,
  "homo_ev": -13.32,
  "gap_ev": 8.93,
  "largest_force_ha_per_bohr": 0.0641,
  "species": ["C", "C", "C", "C", "N", "I", "H", "H", "H", "H", "H", "H", "H"],
  "positions_angstrom": [[0.139, 1.456, 0.717], [0.525, 1.830, -0.477], [0.805, -1.883, 0.228], [0.849, -0.693, -0.639], [0.471, 0.458, -0.216], [-3.429, 0.262, 0.136], [0.010, 1.581, 1.779], [0.543, 2.458, -1.276], [-3.617, 1.837, 0.055], [0.079, -2.648, 0.179], [0.883, -1.573, 1.260], [1.711, -2.423, 0.050], [1.030, -0.661, -1.796]],
  "mulliken_charge": [-0.114, -0.160, -1.113, 0.284, 0.035, -0.087, 0.371, 0.395, 0.122, 0.320, 0.294, 0.340, 0.313]
}

7.
{
  "formula": "C4H7O4PS",
  "method": "ωB97M-V/def2-TZVPD",
  "homo_ev": -8.94,
  "gap_ev": 8.70,
  "largest_force_ha_per_bohr": 0.0853,
  "species": ["C", "C", "C", "C", "O", "O", "O", "O", "P", "S", "H", "H", "H", "H", "H", "H", "H"],
  "positions_angstrom": [[1.574, 1.807, -0.025], [1.917, -0.603, -0.645], [0.566, -0.529, -1.199], [-0.306, 0.660, 1.601], [-1.605, 1.172, -0.799], [-3.207, -0.103, 0.960], [-2.293, -1.581, -0.670], [2.362, 0.892, -0.220], [-0.166, 0.974, -0.217], [-3.021, -0.428, -0.406], [1.888, -1.147, 0.321], [2.764, -0.936, -1.343], [0.650, -0.523, -2.257], [-0.112, -1.355, -1.002], [-0.435, 1.576, 2.184], [0.538, 0.282, 2.014], [-1.112, -0.160, 1.701]],
  "mulliken_charge": [-0.300, -0.537, -0.439, -1.076, -0.693, -0.446, -0.444, -0.072, 0.912, 0.676, 0.276, 0.299, 0.375, 0.312, 0.376, 0.474, 0.308]
}

8.
{
  "formula": "C4H12IO4",
  "method": "ωB97M-V/def2-TZVPD",
  "total_charge": -1,
  "homo_ev": -4.20,
  "gap_ev": 7.14,
  "largest_force_ha_per_bohr": 0.0183,
  "species": ["I", "C", "C", "O", "O", "H", "H", "H", "H", "H", "H", "C", "C", "O", "O", "H", "H", "H", "H", "H", "H"],
  "positions_angstrom": [[1.615, 0.023, -0.092], [2.247, 3.806, -1.316], [1.137, 4.165, -0.365], [0.025, 3.315, -0.434], [1.810, 4.071, -2.669], [2.542, 2.764, -1.203], [3.094, 4.475, -1.094], [0.829, 5.198, -0.537], [1.575, 4.151, 0.651], [0.340, 2.431, -0.178], [2.413, 3.618, -3.262], [-1.888, -4.634, 1.081], [-1.533, -3.161, 1.045], [-0.354, -2.985, 0.305], [-2.921, -4.887, 2.033], [-1.007, -5.214, 1.364], [-2.178, -4.996, 0.088], [-1.425, -2.819, 2.085], [-2.387, -2.599, 0.628], [-0.170, -2.032, 0.254], [-3.763, -4.689, 1.615]],
  "mulliken_charge": [-0.705, -0.016, -0.550, -0.442, -0.530, 0.151, 0.209, 0.305, 0.293, 0.153, 0.288, -0.420, -0.219, -0.439, -0.531, 0.275, 0.261, 0.253, 0.231, 0.132, 0.302]
}